# 1
Formula: C71H176N12O21
Source: the OMol25 dataset
Level of theory: ωB97M-V with the def2-TZVPD basis set

Geometry as ORCA input:
```
! RIJCOSX wB97M-V def2-TZVPD def2/J DEFGRID3
* xyz 1 2
C -1.8999 1.7320 -6.5015
C -2.0555 0.3237 -7.1989
C -3.5486 0.0978 -7.4780
C -4.0514 0.8904 -8.6540
C -3.2794 0.4920 -9.8236
C -1.7790 0.7446 -9.7030
N -1.2902 0.1470 -8.4207
O 0.1330 0.2173 -8.3239
C -1.1443 -0.0759 -10.8672
C -1.4524 2.2805 -9.8314
C -1.6658 -0.7428 -6.1024
H -2.4570 2.4633 -7.0872
H -0.8457 1.9888 -6.3971
H -2.3203 1.6008 -5.5045
H -3.7240 -0.9701 -7.6082
H -4.0602 0.3583 -6.5514
H -4.0598 1.9746 -8.5426
H -5.0920 0.5684 -8.6143
H -3.5917 1.0811 -10.6859
H -3.4205 -0.5655 -10.0473
H -1.3670 -1.1258 -10.6773
H -1.4193 0.2733 -11.8624
H -0.0549 -0.0469 -10.8463
H -1.7867 2.7902 -8.9278
H -0.3918 2.5072 -9.9398
H -1.9107 2.8012 -10.6723
H -2.3513 -0.7215 -5.2552
H -0.7359 -0.4029 -5.6464
H -1.4413 -1.7422 -6.4752
H 0.4294 -0.6586 -8.5818
C -1.5966 11.0447 -2.4399
O -1.1125 9.8750 -1.8558
C -1.2903 8.6167 -2.5911
C -1.4067 7.5080 -1.5871
N -2.6904 7.4808 -0.8756
C -3.8625 7.2038 -1.6714
C -5.0333 7.0902 -0.7895
O -6.2347 6.5799 -1.2819
C -6.9026 7.4508 -2.1986
H -1.3312 11.9099 -1.8325
H -2.6863 11.0631 -2.4201
H -1.1834 11.2565 -3.4260
H -0.3969 8.4827 -3.2010
H -2.1371 8.6490 -3.2767
H -0.5542 7.5308 -0.9083
H -1.3892 6.5654 -2.1342
H -2.8987 8.3799 -0.4652
H -3.7678 6.2998 -2.2731
H -3.9810 8.0336 -2.3682
H -5.1933 8.0711 -0.3420
H -4.6323 6.4033 -0.0442
H -6.9700 8.4775 -1.8387
H -7.8768 6.9745 -2.3091
H -6.4347 7.2729 -3.1668
C -0.1289 6.5692 3.4428
O -0.6230 5.4272 2.7617
C -1.2976 5.6759 1.5193
C -1.5531 4.2810 0.9355
N -2.5082 3.5530 1.7659
C -3.8774 4.0656 1.6148
C -4.8425 3.0677 2.3045
O -4.8399 3.3542 3.7186
C -5.5586 2.4672 4.4446
H -0.5893 7.5406 3.2630
H 0.8999 6.7393 3.1253
H -0.1306 6.3633 4.5132
H -0.7563 6.2398 0.7596
H -2.2565 6.1807 1.6370
H -0.5883 3.7861 0.8245
H -1.8706 4.3034 -0.1070
H -2.3008 3.5962 2.7534
H -4.2175 4.1666 0.5842
H -3.9758 5.0695 2.0278
H -4.5784 2.0356 2.0739
H -5.8545 3.2144 1.9272
H -5.8309 2.8945 5.4097
H -5.0191 1.5463 4.6659
H -6.5287 2.1784 4.0401
C -3.9921 11.5045 -5.8109
O -3.9534 10.1473 -5.3102
C -4.3736 9.0907 -6.1580
C -4.1647 7.7551 -5.3976
N -2.9370 7.0504 -5.7906
C -2.7502 5.8077 -5.1504
C -1.2836 5.2954 -5.5469
O -0.3565 6.0686 -4.7744
C 1.0073 5.8059 -5.0180
H -3.6175 12.2013 -5.0611
H -5.0287 11.7893 -5.9912
H -3.4332 11.5947 -6.7424
H -3.8274 9.1782 -7.0972
H -5.4149 9.2786 -6.4196
H -5.0121 7.0890 -5.5596
H -3.9477 7.9418 -4.3458
H -2.1335 7.6156 -5.5562
H -3.5522 5.1179 -5.4133
H -2.8233 5.9696 -4.0750
H -1.0243 5.4190 -6.5984
H -1.1487 4.2544 -5.2535
H 1.3220 6.2836 -5.9458
H 1.2400 4.7416 -5.0535
H 1.6425 6.2779 -4.2684
C 2.1182 1.7662 2.9108
O 2.9890 2.7709 3.3925
C 3.9739 3.1954 2.4557
C 4.6789 4.5442 2.8532
N 3.7474 5.6089 2.9400
C 4.4153 6.8080 3.4533
C 3.4039 7.8967 3.9126
O 2.7527 7.4417 5.0611
C 3.5311 7.3965 6.2368
H 1.6524 2.0519 1.9676
H 1.3235 1.5866 3.6350
H 2.6299 0.8054 2.8572
H 3.4565 3.3653 1.5115
H 4.7555 2.4589 2.2697
H 5.3746 4.8502 2.0718
H 5.1637 4.4400 3.8239
H 2.9488 5.3079 3.4802
H 4.9559 7.3476 2.6756
H 5.1852 6.6377 4.2058
H 2.6151 8.0624 3.1787
H 3.8621 8.8744 4.0619
H 4.6103 7.3563 6.0894
H 3.2184 6.6123 6.9264
H 3.3055 8.3311 6.7503
C 0.1082 -12.8218 4.9564
O 0.9226 -11.6730 4.8320
C 2.2084 -12.0123 4.3240
C 3.1489 -10.8121 4.5814
N 2.4153 -9.5465 4.3152
C 3.1972 -8.4475 4.7767
C 2.2113 -7.2892 4.9398
O 1.1837 -7.4853 5.9443
C 0.3771 -6.2845 6.1251
H -0.7679 -12.4035 5.4518
H 0.5292 -13.6620 5.5087
H -0.3095 -13.2453 4.0430
H 2.1499 -12.1476 3.2440
H 2.5568 -12.9264 4.8046
H 4.0369 -10.7993 3.9495
H 3.5988 -10.9290 5.5674
H 1.5676 -9.5951 4.8622
H 3.9698 -8.1251 4.0787
H 3.7635 -8.5896 5.6971
H 1.8421 -6.9745 3.9637
H 2.8321 -6.4602 5.2798
H 0.8796 -5.6463 6.8519
H -0.5446 -6.6229 6.5983
H 0.1812 -5.6989 5.2268
C 1.8960 -4.3105 2.4122
O 1.4998 -2.9543 2.4823
C 0.9240 -2.5295 1.2353
C 0.4473 -1.0892 1.3197
N 0.0247 -0.4681 0.0572
C -0.5156 0.8268 0.3148
C -1.1267 1.4519 -0.8979
O -0.0432 2.0334 -1.6990
C -0.5302 2.8497 -2.7726
H 2.4953 -4.5602 3.2878
H 2.4806 -4.5036 1.5127
H 1.0183 -4.9568 2.4039
H 0.0719 -3.1325 0.9217
H 1.5875 -2.6223 0.3755
H 1.2620 -0.4425 1.6457
H -0.3450 -0.9561 2.0563
H -0.5861 -1.0072 -0.5398
H 0.3012 1.4636 0.6545
H -1.1904 0.8930 1.1683
H -1.8836 2.1865 -0.6233
H -1.5693 0.6760 -1.5225
H -1.1508 3.6281 -2.3287
H -0.9730 2.3073 -3.6078
H 0.3640 3.3939 -3.0766
C 5.8975 -0.8671 1.9926
O 6.0124 -2.2039 1.6280
C 5.6151 -2.6161 0.3652
C 5.9893 -4.1099 0.2290
N 4.9151 -4.9103 0.7121
C 5.2692 -6.2369 1.1245
C 5.8309 -6.2191 2.5787
O 4.9496 -5.3675 3.3548
C 5.5053 -5.2200 4.6596
H 4.9336 -0.3626 1.9269
H 6.5956 -0.1701 1.5289
H 6.2423 -0.7051 3.0139
H 6.2049 -2.0897 -0.3853
H 4.5659 -2.4586 0.1156
H 6.9363 -4.3063 0.7317
H 6.1374 -4.4150 -0.8068
H 4.7178 -4.5384 1.6302
H 6.0156 -6.7727 0.5381
H 4.3845 -6.8630 1.0092
H 6.8702 -5.8907 2.5731
H 5.7527 -7.2440 2.9416
H 5.3073 -6.0933 5.2809
H 4.9231 -4.3719 5.0200
H 6.5321 -4.8561 4.6971
C -4.2656 -1.4037 1.7675
O -3.9273 -1.3315 0.3831
C -3.6893 -2.5649 -0.2868
C -3.0246 -2.4059 -1.6403
N -1.5868 -2.3366 -1.5595
C -1.0554 -2.2574 -2.9108
C 0.4304 -2.6262 -2.9203
O 0.4649 -4.0804 -2.8162
C 1.7734 -4.6279 -2.8461
H -3.4192 -1.9179 2.2227
H -5.1252 -2.0621 1.8925
H -4.4273 -0.4413 2.2532
H -4.7086 -2.9404 -0.3769
H -3.0669 -3.2133 0.3298
H -3.4149 -1.5548 -2.1985
H -3.2258 -3.2943 -2.2389
H -1.1707 -3.1346 -1.1012
H -1.2876 -1.3370 -3.4466
H -1.4618 -3.0439 -3.5467
H 1.0542 -2.3085 -2.0849
H 0.9186 -2.3026 -3.8396
H 2.2814 -4.6575 -3.8101
H 1.7352 -5.6799 -2.5631
H 2.4942 -4.1961 -2.1519
C -0.4221 -6.4953 0.6859
O -0.8352 -7.0641 1.9203
C -0.3697 -8.4314 2.0141
C -0.9967 -9.1384 3.1552
N -2.4741 -9.2553 3.1134
C -2.9395 -9.8328 4.4036
C -4.3674 -10.3996 4.3620
O -4.6220 -11.2520 5.4814
C -5.7717 -12.0532 5.3931
H -0.9492 -6.9189 -0.1690
H 0.6505 -6.5088 0.4926
H -0.7924 -5.4710 0.6413
H 0.7006 -8.3344 2.1958
H -0.5533 -9.0264 1.1195
H -0.6142 -8.6589 4.0563
H -0.5657 -10.1357 3.2437
H -2.8066 -8.3102 2.9858
H -2.9796 -9.0523 5.1635
H -2.2552 -10.6193 4.7219
H -4.4706 -10.7776 3.3449
H -5.1383 -9.6308 4.4155
H -5.7319 -12.7027 6.2675
H -5.7967 -12.6255 4.4657
H -6.7439 -11.5642 5.3315
C 7.0966 1.3046 -3.5992
C 6.6614 1.1020 -2.1377
C 5.3192 0.3731 -1.9871
O 4.8536 0.3054 -0.6502
C 3.4423 -0.0074 -0.6793
N 7.6591 0.2789 -1.4922
H 8.1190 1.6809 -3.6340
H 6.3882 1.9254 -4.1476
H 7.1083 0.3636 -4.1492
H 6.6101 2.0662 -1.6319
H 5.3359 -0.6708 -2.3002
H 4.6804 0.8401 -2.7367
H 3.2212 -0.9730 -1.1342
H 2.9837 0.7215 -1.3475
H 3.0012 0.1287 0.3082
H 7.3806 0.1557 -0.5292
H 7.6347 -0.6702 -1.8369
C 0.9473 -2.2934 6.2867
C 1.1935 -0.7598 6.1530
C -0.1276 0.1108 6.0937
O -0.9104 -0.2856 4.9600
C -1.8453 0.6730 4.4116
N 2.1297 -0.2777 7.1866
H 0.1647 -2.6933 5.6419
H 0.5884 -2.5149 7.2918
H 1.8465 -2.8295 5.9834
H 1.7627 -0.6443 5.2307
H 0.1336 1.1617 5.9691
H -0.6944 0.0098 7.0192
H -2.4851 1.1203 5.1723
H -2.4043 0.1485 3.6366
H -1.3678 1.4995 3.8853
H 3.0304 -0.7298 7.1192
H 2.3897 0.6561 6.9028
*
```

HOMO-LUMO gap (alpha / beta) in eV: 6.629 / 2.234

Atom charges from the Löwdin analysis, given in e for atoms 1 to 8: 0.0167, -0.4351, -0.1339, -0.1839, -0.1586, -0.4234, 0.1166, 0.1109

# 2
Formula: C71H59CsF3N7O4P2SSe
Source: the OMol25 dataset
Level of theory: ωB97M-V with the def2-TZVPD basis set

Geometry as ORCA input:
```
! RIJCOSX wB97M-V def2-TZVPD def2/J DEFGRID3
* xyz -2 1
Cs 1.1546 -0.6179 1.2023
C -1.3709 -4.5519 3.3233
O -1.5859 -3.5706 4.3020
C -0.4407 -2.9018 4.7562
C -0.3623 -2.7305 6.1222
C 0.6651 -1.9988 6.6970
C 1.6229 -1.4397 5.8667
C 1.5867 -1.6284 4.4982
C 2.6509 -1.0278 3.6627
N 2.8013 0.2075 3.4034
N 2.0858 1.1830 3.9424
C 1.1602 1.8456 3.3019
O 0.7186 1.6202 2.1327
C 0.5895 2.9550 4.1171
C 0.8964 3.1030 5.4690
C 0.2353 4.0361 6.2426
C -0.7346 4.8518 5.6777
C -0.9956 4.7584 4.3217
C -0.3338 3.8264 3.5475
C 0.5326 -2.3588 3.8570
O 0.4526 -2.4786 2.5924
H -2.3273 -5.0601 3.1822
H -0.6208 -5.2762 3.6584
H -1.0350 -4.1111 2.3851
H -1.1420 -3.1651 6.7372
H 0.7179 -1.8746 7.7717
H 2.4307 -0.8537 6.2927
H 3.3894 -1.6911 3.2178
H 1.6504 2.4586 5.8991
H 0.4596 4.1132 7.3008
H -1.2822 5.5537 6.2925
H -1.7442 5.3973 3.8711
H -0.5243 3.7372 2.4905
C -5.9957 -3.2150 -2.4450
C -4.9899 -3.6197 -1.3503
C -5.4520 -4.9084 -0.6500
C -3.6364 -3.8448 -2.0027
C -3.4178 -4.8943 -2.8881
C -2.1913 -5.0824 -3.5003
C -1.1479 -4.2098 -3.2480
C -1.3340 -3.1480 -2.3796
P -0.0368 -1.9134 -1.9537
C 1.3337 -3.1284 -2.0321
C 2.3006 -3.1984 -3.0251
C 3.2507 -4.2043 -2.9933
C 3.2367 -5.1488 -1.9830
C 2.2729 -5.0848 -0.9898
C 1.3320 -4.0750 -1.0089
C 0.0733 -1.1012 -3.5898
C 1.1693 -0.2705 -3.8182
C 1.2731 0.4404 -4.9992
C 0.2732 0.3545 -5.9557
C -0.8258 -0.4541 -5.7281
C -0.9243 -1.1800 -4.5552
C -2.5755 -2.9747 -1.7644
O -2.6441 -1.9077 -0.9389
C -3.7570 -1.7257 -0.1880
C -3.6632 -0.6828 0.7392
C -4.7677 -0.3949 1.5230
C -5.9332 -1.1277 1.3760
C -5.9997 -2.1627 0.4623
C -4.9081 -2.4936 -0.3335
P -2.0362 0.2056 0.7929
C -2.5345 1.6754 -0.1749
C -1.6970 2.7852 -0.0959
C -1.9995 3.9372 -0.7962
C -3.1306 3.9885 -1.5969
C -3.9468 2.8765 -1.7081
C -3.6488 1.7236 -1.0039
C -2.2605 0.8335 2.4950
C -1.9380 -0.0727 3.5002
C -2.1526 0.2421 4.8266
C -2.7247 1.4574 5.1622
C -3.0629 2.3573 4.1684
C -2.8164 2.0579 2.8408
H -6.0565 -3.9865 -3.2091
H -5.6713 -2.2894 -2.9191
H -6.9871 -3.0645 -2.0211
H -5.4948 -5.7352 -1.3535
H -6.4439 -4.7839 -0.2221
H -4.7566 -5.1705 0.1453
H -4.2180 -5.5897 -3.0973
H -2.0537 -5.9118 -4.1796
H -0.1887 -4.3468 -3.7247
H 2.3142 -2.4675 -3.8226
H 4.0188 -4.2361 -3.7543
H 4.0001 -5.9100 -1.9461
H 2.2705 -5.8087 -0.1872
H 0.5885 -4.0064 -0.2248
H 1.9338 -0.1844 -3.0566
H 2.1292 1.0812 -5.1662
H 0.3430 0.9200 -6.8745
H -1.6121 -0.5166 -6.4687
H -1.7899 -1.8055 -4.3887
H -4.7151 0.4107 2.2402
H -6.7987 -0.8858 1.9778
H -6.9230 -2.7153 0.3626
H -0.8026 2.7182 0.5106
H -1.3337 4.7876 -0.7321
H -3.3763 4.8825 -2.1568
H -4.8225 2.9202 -2.3415
H -4.2863 0.8566 -1.0985
H -1.5151 -1.0297 3.2356
H -1.8774 -0.4678 5.5917
H -2.8969 1.7094 6.1984
H -3.5212 3.3026 4.4256
H -3.0609 2.7796 2.0751
F 6.5705 -4.3443 -2.3385
C 7.1933 -3.1580 -2.2743
F 8.0329 -3.1727 -3.3551
F 8.0309 -3.2298 -1.2156
C 6.3053 -1.9644 -2.2712
C 6.5619 -0.9085 -3.1188
C 5.7083 0.1880 -3.1160
C 4.6038 0.1250 -2.2730
N 4.3534 -0.8505 -1.4390
C 5.2075 -1.8950 -1.3514
S 4.9757 -3.0393 -0.1575
H 7.4217 -0.9373 -3.7761
H 5.8888 1.0461 -3.7445
H 3.8778 0.9303 -2.2599
N -3.2222 3.4323 -6.6456
C -2.4781 3.2589 -5.7787
C -1.5741 3.0377 -4.7365
C -0.4415 3.8529 -4.5498
C 0.3995 3.5738 -3.4958
C 0.1126 2.4945 -2.6664
N -0.9499 1.7124 -2.8400
C -1.7651 1.9785 -3.8279
H -0.2637 4.6899 -5.2112
H 1.2574 4.1966 -3.2918
H 0.7302 2.2744 -1.8070
H -2.6334 1.3395 -3.9226
C 2.9266 6.1843 2.2586
N 3.9141 5.6912 1.3478
C 5.1763 6.1789 1.1340
C 5.8028 5.3325 0.2866
N 4.9273 4.3212 -0.0168
C 5.2028 3.1622 -0.8117
C 3.7441 4.5476 0.6233
Se 2.2384 3.5559 0.5957
H 3.3522 6.9933 2.8482
H 2.5991 5.3711 2.9123
H 2.0520 6.5365 1.7080
H 5.5129 7.0864 1.5919
H 6.7902 5.3613 -0.1276
H 6.2429 2.8646 -0.6887
H 5.0016 3.3565 -1.8678
H 4.5547 2.3527 -0.4741
*
```

HOMO-LUMO gap in eV: 5.345
Energy above the lowest of the compared OMol25 structures with the same formula, charge and spin in eV: 1.645

Atom charges from the Löwdin analysis, given in e for atoms 1 to 8: 1.2323, -0.1090, -0.1195, -0.2340, -0.0680, -0.1372, -0.0729, -0.1563